{
  "formula": "C9H17ClI2N2OPV",
  "method": "wB97M-V/def2-TZVPD",
  "elements": ["I", "I", "V", "P", "C", "C", "H", "H", "H", "C", "H", "H", "H", "H", "H", "H", "C", "O", "Cl", "C", "C", "C", "C", "N", "N", "C", "H", "H", "H", "H", "H", "H", "H", "H"],
  "coordinates": [[-1.11915, 2.40818, -0.06135], [0.36331, -2.33830, -1.21431], [-0.34490, -0.11284, -0.00012], [-2.66456, -0.68568, -0.60918], [-3.16037, -0.42829, -2.34995], [-3.12357, -2.42502, -0.29289], [-3.68529, 0.18778, 1.39657], [-4.91231, -0.27599, 0.17361], [-3.98912, 1.25857, 0.00185], [-3.94393, 0.21621, 0.33286], [-2.80639, -2.69590, 0.71961], [-4.21359, -2.52363, -0.37866], [-4.21162, -0.72646, -2.46730], [-2.52761, -1.03572, -3.00818], [-2.62554, -3.08199, -1.01291], [-3.04283, 0.62902, -2.61633], [-0.17065, 0.43157, -1.84847], [-0.10142, 0.74307, -2.98389], [-0.89708, -0.79914, 2.08970], [3.72098, 0.95930, 3.34478], [3.18703, 0.82324, 1.97829], [3.80655, 0.91837, 0.73008], [2.82163, 0.64324, -0.23687], [1.64162, 0.41127, 0.39683], [1.90385, 0.54443, 1.73643], [3.05424, 0.60862, -1.68854], [4.53512, 0.23727, 3.50761], [4.13002, 1.96857, 3.50050], [2.94050, 0.77736, 4.09516], [4.83780, 1.14732, 0.54229], [1.16796, 0.39489, 2.43384], [3.24569, 1.62721, -2.06376], [3.95738, 0.01089, -1.88916], [2.22626, 0.18257, -2.25817]],
  "forces_ev_per_angstrom": [[0.0090, -0.0532, 0.0393], [-0.1988, 0.5824, 0.1598], [1.1988, -1.0282, 2.6429], [-1.8007, -0.4195, -0.4440], [0.3498, 0.0808, 0.1131], [0.4578, -0.0143, 0.1456], [-0.1606, 0.0207, -0.1279], [0.2709, 0.1349, -0.0135], [-0.1198, -0.2164, 0.0774], [0.4037, 0.1757, 0.1558], [-0.1253, -0.0495, -0.1570], [0.2841, 0.0793, -0.0269], [0.3041, 0.0895, 0.0393], [-0.2052, 0.1046, 0.0462], [-0.1871, 0.0840, 0.1452], [-0.1244, -0.2068, -0.0393], [0.5526, 1.8487, -7.5589], [-0.4243, -1.3811, 5.3417], [0.1435, 0.3574, -0.8675], [0.1747, 0.0734, 0.5824], [-0.1303, 0.0663, -0.6317], [-0.8476, -0.2673, -0.4282], [0.8290, 0.3212, 1.4401], [-1.0784, -0.2497, 0.2766], [-0.0565, 0.0144, 0.4691], [0.1428, 0.0314, -0.7143], [-0.2400, 0.2428, -0.0648], [-0.1020, -0.3129, -0.0575], [0.2462, 0.0652, -0.1643], [0.1540, -0.0298, -0.0331], [0.4381, -0.0374, -0.5094], [-0.0754, -0.3385, 0.0768], [-0.3443, 0.2190, -0.0102], [0.2616, 0.0129, 0.0975]],
  "mulliken_charge": [0.345, 0.303, -0.153, 1.070, -1.221, -1.177, 0.368, 0.437, 0.362, -1.195, 0.357, 0.443, 0.422, 0.386, 0.382, 0.379, 0.427, -0.221, -0.380, -1.132, 0.619, -1.004, 0.418, 0.622, -0.132, -1.130, 0.326, 0.324, 0.316, 0.486, 0.080, 0.294, 0.357, 0.220],
  "total_charge": 2,
  "e_tot_ha": -2878.26402,
  "multiplicity": 3,
  "de_lowest_kcal_mol": 0.0,
  "e_lumo_ev": [-9.683, -11.909],
  "e_homo_ev": [-15.979, -15.950]
}